# 1
# C30H32BrFIN2O2S

A cluster of 2 separate species, C30H32BrFIN2O2S in total at a distorted geometry (wB97M-V/def2-TZVPD, the Open Molecules 2025 dataset).

Properties
- LUMO energy: -4.16 eV
- E_HOMO: -10.13 eV
- Charge: +1
- Relative energy (zero: lowest compared OMol25 entry of this formula, charge and spin): 820.6 kJ/mol
- Energy: -130382.98836 eV

Last column: Mulliken charge in e.
Geometry (Å):
I1 -2.936829 3.470346 0.046400  0.145
Br1 6.530892 1.027653 -1.871589  -0.138
S1 -0.035259 2.306913 1.339136  -0.474
F1 -2.914881 -2.487908 -5.089500  -0.285
O1 -1.732987 -0.738178 -4.326314  -0.415
O2 1.479063 -1.777187 0.212116  0.184
N1 1.012028 -0.607726 0.755366  -0.265
N2 1.727387 -4.181897 -2.164760  -0.332
C1 -2.466031 -1.646476 -4.041099  0.704
C2 4.563782 1.126373 0.342407  0.033
C3 -0.238601 -0.251232 0.084624  -0.062
C4 -2.915830 -1.907940 -2.527501  -1.480
C5 -6.691158 -0.057742 2.799691  -1.133
C6 3.508980 5.414775 1.550827  -0.743
C7 6.464453 -1.066669 1.984851  -0.821
C8 4.175847 2.574734 0.560853  -0.772
C9 -2.191787 1.503860 -0.389395  -0.590
C10 3.455456 0.089717 0.421414  0.553
C11 -6.636075 0.600909 1.366505  0.441
C12 -5.424172 1.082367 -0.938647  0.698
C13 1.733506 1.919509 0.953425  0.202
C14 -5.442151 0.482770 0.439326  -0.130
C15 2.021365 0.450489 0.703409  -0.346
C16 -7.872150 1.353282 0.921269  -0.619
C17 6.067744 0.698851 0.041869  -0.500
C18 1.382333 -2.882734 1.149795  -0.092
C19 2.800605 -3.632247 1.169962  -0.752
C20 -0.905888 1.085446 0.258199  0.666
C21 -6.663964 1.860065 -1.339534  -0.699
C22 -7.858803 1.994449 -0.432230  -0.537
C23 -0.949075 -1.222382 -0.840174  0.115
C24 -2.872050 0.499819 -1.301457  0.517
C25 2.775876 2.995511 0.887932  0.393
C26 -2.245046 -0.855693 -1.544179  0.605
C27 2.304976 4.482849 1.130207  -0.154
C28 -4.225815 0.965305 -1.964183  -1.270
C29 4.524548 6.099070 1.631710  0.034
C30 6.370617 -0.815857 0.390454  -0.485
H1 -2.534988 -2.961221 -2.296865  0.408
H2 -8.750116 2.586931 -0.791373  0.316
H3 3.236008 -3.578028 0.114786  0.065
H4 -7.465981 0.512658 3.415474  0.324
H5 2.705357 -4.726175 1.457410  0.319
H6 1.847826 4.865354 0.156588  0.334
H7 1.250807 -5.013657 -1.805547  0.413
H8 1.555625 -4.100755 -3.171589  0.414
H9 3.764657 -0.975247 0.249058  -0.310
H10 2.734085 -4.267044 -1.997882  0.400
H11 -4.038019 -1.958558 -2.417967  0.408
H12 -7.051615 -1.130876 2.779775  0.272
H13 -0.542182 -2.249745 -1.055198  -0.337
H14 4.950451 3.401436 0.482031  0.209
H15 -4.515895 -0.071865 0.765887  0.323
H16 -8.786834 1.430919 1.587344  0.287
H17 3.563317 -3.167464 1.858276  0.171
H18 1.370176 -3.344923 -1.681141  0.049
H19 -4.128871 1.974409 -2.477200  0.475
H20 6.763360 1.332913 0.684337  0.480
H21 -4.556059 0.226779 -2.765364  0.343
H22 7.528119 -1.303057 2.270300  0.322
H23 5.693485 -1.559734 -0.132490  0.294
H24 1.525457 4.559400 1.944862  0.378
H25 6.099463 -0.099719 2.465633  0.293
H26 0.612216 -3.597760 0.726401  0.196
H27 5.606009 6.367324 1.789042  0.345
H28 1.086703 -2.557637 2.186639  0.393
H29 5.805597 -1.943292 2.283548  0.124
H30 7.419974 -1.036676 -0.003058  0.459
H31 -5.709805 0.074617 3.355750  0.307
H32 -6.719262 2.357488 -2.348670  0.325

Atomic forces in eV per Å
I 0.28 -1.33 -0.45
Br -0.28 -0.04 0.80
S 0.74 -1.04 -0.96
F 0.35 0.88 2.33
O -1.27 -1.87 0.24
O 0.53 -1.34 0.46
N -1.32 2.69 -0.54
N -0.09 0.02 -0.08
C 0.68 1.64 -0.24
C -3.06 0.97 0.52
C -3.62 0.23 -2.35
C 0.57 -0.61 -0.26
C -0.26 0.93 -0.07
C 0.11 -0.26 -1.24
C -0.69 0.39 -0.89
C -1.28 -1.47 0.22
C 1.85 -3.63 -0.48
C -0.03 2.33 0.17
C -0.64 0.93 -2.03
C -3.00 0.68 2.03
C 0.93 -1.74 -0.64
C -1.87 1.13 -0.95
C 3.93 2.42 -0.30
C 2.78 -0.24 -2.05
C -1.02 -0.38 1.28
C 1.03 -1.19 0.17
C -0.25 0.03 -0.37
C 0.14 -0.80 -0.65
C -0.03 -1.13 2.30
C 2.33 -1.49 0.67
C -1.19 2.50 0.20
C 1.40 0.07 0.80
C 0.31 -3.03 -0.37
C 1.06 1.84 1.65
C 1.32 0.77 0.28
C -0.43 -0.56 0.35
C -0.04 -1.69 0.31
C 1.39 -0.27 0.19
H -0.53 1.35 -0.12
H 1.20 -0.81 0.47
H -0.41 -0.09 1.30
H 1.01 -0.73 -0.85
H -0.04 1.33 -0.31
H 0.61 -0.36 1.34
H 0.06 0.06 -0.01
H 0.00 0.05 0.07
H -0.64 1.31 0.27
H -0.08 0.05 0.03
H 1.23 0.17 -0.28
H 0.74 1.15 -0.09
H -0.45 1.28 0.43
H -1.03 -1.27 0.16
H -1.23 0.64 -0.18
H 1.42 -0.11 -0.91
H -0.98 -0.30 -0.75
H 0.12 0.15 0.06
H 0.18 -1.24 0.66
H -0.91 -0.66 -1.13
H 0.56 0.90 0.93
H -1.21 0.40 -0.18
H 0.63 1.10 0.58
H 0.83 -0.31 -0.99
H 0.52 -1.50 -0.15
H 0.56 0.72 0.64
H -2.04 0.04 -0.23
H 0.19 -0.12 -1.29
H 0.78 1.22 -0.20
H -1.48 0.36 0.24
H -1.12 -0.49 -0.80
H 0.16 -0.62 1.22

---

# 2
# C30H32F2I2N3OSV

A structure of composition C30H32F2I2N3OSV (wB97M-V/def2-TZVPD, the Open Molecules 2025 dataset).

Properties
- LUMO energy (spin up / spin down): 2.00 / 2.00 eV
- E_HOMO (spin up / spin down): -1.81 / -5.31 eV
- ⟨S²⟩: 3.79
- Charge: -1
- Spin multiplicity: 4
- Energy: -96306.37843 eV

Last column: Mulliken spin population.
Geometry (Å):
I1 -1.809027 -0.315313 7.667381  0.000
I2 -0.082719 -2.956847 2.549624  0.001
V1 -1.062373 0.303941 -0.047188  2.056
S1 1.404908 -0.836192 -1.924588  0.172
F1 -0.886140 3.267920 -0.570504  0.004
F2 -2.949836 2.499727 -0.864926  0.003
O1 -1.864570 -0.586369 1.467471  -0.026
N1 0.330166 1.203680 1.905974  0.015
N2 -2.316347 2.240371 1.843534  0.031
N3 0.717332 0.249423 -0.898487  0.028
C1 -1.592587 2.124153 -1.008283  -0.040
C2 1.342269 -0.826211 -4.650922  0.011
C3 0.990022 1.098940 -6.046956  0.016
C4 -1.868491 -0.543540 2.767606  -0.013
C5 -3.692777 -2.696205 -2.129888  0.001
C6 1.365435 0.406986 2.180947  0.023
C7 1.592886 1.268907 4.383355  0.002
C8 0.523765 2.102232 4.106466  -0.001
C9 3.077784 -0.851019 -1.660370  0.030
C10 -2.594586 -2.206782 -1.182143  -0.016
C11 -1.850477 -0.432137 5.578225  0.001
C12 5.883129 -1.001228 -1.376209  0.369
C13 3.893278 0.325420 -1.789145  0.288
C14 5.257910 0.221645 -1.647796  -0.138
C15 3.719876 -2.099822 -1.392060  0.143
C16 0.835693 1.888791 -4.916948  -0.012
C17 -1.382525 -3.126018 -1.288798  0.004
C18 1.238321 -0.262670 -5.911681  -0.004
C19 -1.272024 2.932102 2.548042  0.001
C20 0.921834 1.325821 -3.650338  0.012
C21 -1.144866 -1.431991 4.932232  -0.001
C22 2.025651 0.399222 3.397947  0.003
C23 -3.274221 1.521784 2.657445  -0.002
C24 -0.086800 2.039954 2.860212  0.007
C25 1.183311 -0.029940 -3.523942  0.050
C26 -2.224679 -0.744159 -1.438803  -0.011
C27 5.077772 -2.161667 -1.249926  -0.078
C28 -1.165526 -1.480977 3.547943  -0.001
C29 -2.564445 0.506633 4.847750  0.001
C30 -2.579717 0.459884 3.465960  -0.012
H1 -3.345046 -2.645145 -3.166716  0.000
H2 -0.920133 3.757658 1.925942  -0.002
H3 3.113551 -2.993581 -1.292522  0.019
H4 -4.584371 -2.070441 -2.049002  0.000
H5 0.633507 2.947867 -5.019384  -0.001
H6 2.067422 1.286216 5.356683  0.000
H7 0.910915 1.540425 -7.032410  0.003
H8 -3.832618 2.174876 3.348579  0.002
H9 -1.622845 3.368539 3.497421  0.000
H10 -1.444951 2.115846 -2.096129  -0.006
H11 -0.933598 -3.048809 -2.284929  0.001
H12 1.667116 -0.265589 1.386967  -0.021
H13 5.861450 1.117747 -1.747760  -0.011
H14 3.438140 1.286161 -2.000798  0.063
H15 0.133068 2.776880 4.857826  0.000
H16 -0.618073 -2.856537 -0.559011  0.007
H17 5.540960 -3.117263 -1.031612  -0.004
H18 -2.977836 -2.284488 -0.157758  -0.004
H19 -0.578123 -2.162760 5.492128  0.000
H20 1.551990 -1.883430 -4.531341  -0.012
H21 1.349194 -0.884578 -6.791220  0.000
H22 -3.151320 -0.144266 -1.425087  0.004
H23 -3.981356 -3.731916 -1.920502  0.000
H24 -3.103175 1.298487 5.355081  0.000
H25 6.957125 -1.059524 -1.264341  0.044
H26 0.758183 1.922900 -2.762288  0.004
H27 2.844572 -0.287309 3.561401  0.000
H28 -2.748343 2.784696 1.114822  0.000
H29 1.365736 1.005656 -0.691353  0.011
H30 -1.654391 -4.172933 -1.121108  0.001
H31 -3.989136 1.061495 1.970738  -0.003
H32 -1.824229 -0.635327 -2.460544  -0.010

Atomic forces in eV per Å
I 0.01 0.00 -0.02
I -0.01 -0.02 0.05
V -0.06 0.36 0.10
S -0.02 -0.03 0.10
F -0.02 0.00 -0.01
F -0.01 0.04 -0.04
O -0.11 -0.38 0.22
N 0.07 -0.01 -0.13
N 0.00 0.01 -0.04
N 0.10 -0.02 0.12
C 0.04 0.06 -0.08
C 0.01 0.01 -0.01
C 0.00 0.01 0.02
C 0.05 -0.02 0.01
C 0.00 0.00 0.01
C 0.05 0.01 -0.06
C 0.00 -0.01 0.00
C 0.02 -0.02 0.00
C -0.07 -0.05 -0.11
C -0.01 0.01 -0.02
C -0.01 0.00 0.01
C 0.03 0.01 0.00
C 0.01 0.02 0.01
C -0.02 0.00 0.00
C 0.02 -0.01 0.03
C 0.00 0.01 -0.03
C 0.02 0.01 -0.04
C 0.00 0.00 0.00
C 0.04 0.11 0.09
C -0.01 -0.04 0.02
C -0.01 0.01 0.01
C 0.00 0.02 -0.01
C 0.03 -0.05 -0.01
C -0.10 0.02 0.03
C 0.04 0.04 0.02
C -0.05 -0.01 -0.02
C -0.03 -0.01 0.00
C 0.02 0.01 -0.04
C -0.04 -0.02 0.00
C -0.03 -0.03 -0.01
H 0.00 0.00 0.00
H 0.00 -0.05 -0.06
H 0.00 0.00 0.00
H 0.00 0.00 0.00
H 0.00 0.00 0.01
H -0.01 0.00 0.00
H 0.00 0.00 0.00
H 0.01 0.03 -0.02
H 0.01 0.02 0.00
H 0.00 -0.03 0.01
H 0.00 -0.01 0.00
H 0.02 0.02 -0.03
H 0.00 0.00 0.00
H 0.00 0.00 -0.01
H 0.00 0.00 0.00
H 0.03 0.02 -0.01
H 0.00 0.00 0.00
H 0.01 0.01 0.00
H 0.00 0.00 0.00
H 0.01 0.01 0.00
H 0.00 0.00 0.00
H -0.01 -0.02 -0.05
H 0.00 0.00 0.00
H 0.00 0.00 0.00
H 0.00 0.00 0.00
H 0.01 0.01 -0.03
H 0.00 0.00 -0.01
H 0.00 0.04 0.02
H 0.02 0.00 -0.01
H 0.00 0.01 0.01
H -0.02 -0.03 0.04
H -0.02 -0.03 -0.02

---

# 3
# C30H32N3O8P2S2SbSc

A structure of composition C30H32N3O8P2S2SbSc at a distorted geometry (wB97M-V/def2-TZVPD, the Open Molecules 2025 dataset).

Properties
- LUMO energy: -1.95 eV
- E_HOMO: -10.26 eV
- Charge: +1
- Relative energy (zero: lowest compared OMol25 entry of this formula, charge and spin): 100.4 kJ/mol
- Energy: -119970.81141 eV

Last column: Mulliken charge in e.
Geometry (Å):
Sb1 3.424696 -1.404400 1.187284  1.180
Sc1 0.199171 -0.039980 0.217887  -0.002
S1 0.276003 1.918840 -1.695721  -0.478
S2 2.787799 0.376545 -0.113360  -0.859
P1 -2.068547 -1.848061 0.759065  0.228
P2 0.167477 -3.152555 -0.329463  0.772
O1 1.013805 -1.963507 0.082849  0.407
O2 -2.425541 -3.221323 1.439271  -0.703
O3 -1.699951 0.691847 -0.085705  0.172
O4 -1.049680 -1.099494 1.551983  0.570
O5 -0.871432 -1.202196 -1.660334  -0.579
O6 -3.501516 -1.170851 0.699542  -0.544
O7 0.823382 -3.771111 -1.645021  -0.451
O8 -0.142612 -4.201369 0.673128  -1.053
N1 -2.134781 1.831715 -0.639218  0.066
N2 0.310484 1.664225 1.806410  1.048
N3 0.623816 4.326650 5.009308  -0.479
C1 -0.608264 1.711074 2.788516  -0.721
C2 0.891984 -0.297823 4.570335  -0.670
C3 -1.393216 -2.299155 -0.924032  1.006
C4 1.416582 3.499491 2.893801  -0.943
C5 4.061676 -3.387061 -1.053636  -0.380
C6 7.725659 -1.117248 1.952412  -0.640
C7 6.878104 1.122402 2.048221  -0.782
C8 4.167257 -5.780984 -0.922900  -0.554
C9 -3.880704 3.377755 -0.990328  -0.819
C10 0.062225 -1.389446 4.770870  -0.763
C11 4.263985 -4.613904 -1.663890  -0.709
C12 5.374663 -0.719842 1.735166  0.665
C13 -1.733070 3.752461 -1.975484  -0.901
C14 1.250880 -2.606232 3.073432  -0.146
C15 -3.028411 4.157099 -1.783862  -0.172
C16 7.948256 0.243852 2.080920  -0.488
C17 2.068006 -1.508245 2.866855  0.513
C18 1.895534 -0.352061 3.615022  -0.641
C19 -1.272303 2.548440 -1.416439  0.660
C20 0.493629 3.505187 3.952667  1.094
C21 -2.357569 -3.112185 -1.756807  -1.834
C22 -3.394954 2.231679 -0.418319  -0.305
C23 6.439337 -1.600656 1.780795  -0.400
C24 3.885929 -5.724067 0.432394  -0.752
C25 -0.564331 2.587516 3.848575  -1.002
C26 3.775146 -3.338141 0.301583  0.244
C27 1.289472 2.588285 1.872807  -0.860
C28 0.247356 -2.543067 4.028217  -0.651
C29 3.694196 -4.499728 1.055336  -0.144
C30 5.592360 0.642180 1.870743  -0.360
H1 2.551024 0.502680 3.464228  0.546
H2 1.343213 5.025918 5.023038  0.192
H3 8.558117 -1.803754 1.968837  0.395
H4 -1.023652 4.319839 -2.555372  0.466
H5 -3.973287 1.579341 0.218180  0.501
H6 -1.593229 -0.797737 -2.176561  0.403
H7 -0.098676 4.373750 5.705778  0.199
H8 7.048758 2.184825 2.141479  0.399
H9 -1.414083 0.989722 2.721942  0.509
H10 6.269418 -2.663048 1.671003  0.412
H11 -2.693532 -3.993500 -1.213120  0.444
H12 4.758033 1.330816 1.805715  0.275
H13 -4.903038 3.664873 -0.813076  0.429
H14 3.494987 -4.459614 2.120368  0.504
H15 2.228146 4.208704 2.884111  0.415
H16 4.119948 -2.469721 -1.628315  0.394
H17 -1.337748 2.569436 4.601850  0.365
H18 0.760569 0.605540 5.148180  0.583
H19 4.491142 -4.654614 -2.718123  0.438
H20 4.321027 -6.737840 -1.398766  0.426
H21 2.012092 2.575620 1.062623  0.570
H22 -1.865431 -3.434777 -2.675787  0.417
H23 0.727693 -4.723487 -1.654569  0.416
H24 -3.393491 5.064372 -2.236984  0.413
H25 8.955026 0.618854 2.195080  0.388
H26 -4.147318 -1.736661 1.133374  0.320
H27 -0.397942 -3.396918 4.176124  0.468
H28 3.810000 -6.633038 1.011922  0.437
H29 -3.232476 -2.511016 -2.023754  0.484
H30 -0.732205 -1.343423 5.501620  0.419
H31 -1.611902 -3.783992 1.427542  0.419
H32 1.364829 -3.500690 2.477402  0.112

Atomic forces in eV per Å
Sb 0.41 -0.31 0.48
Sc 0.84 1.95 -0.88
S 0.52 -0.37 0.28
S -0.17 -0.08 -0.14
P -1.14 -0.50 0.35
P 0.29 -0.49 -0.79
O -0.06 -0.33 -0.33
O -0.29 0.23 -0.15
O -0.83 0.68 0.17
O -0.03 0.22 -0.19
O -0.07 0.00 -0.03
O 0.19 0.04 -0.20
O -0.13 0.54 0.18
O -0.19 -0.12 0.09
N 0.71 0.22 -0.32
N -0.03 0.07 0.19
N -0.04 0.17 0.21
C -0.07 0.08 -0.06
C 0.12 -0.01 0.16
C 0.14 -0.32 0.68
C -0.05 -0.06 0.04
C 0.01 0.22 -0.05
C 0.15 -0.05 0.01
C 0.01 0.10 0.04
C 0.01 -0.01 0.01
C 0.14 -0.09 0.03
C 0.03 0.03 -0.01
C 0.01 0.05 -0.04
C -0.57 -0.25 -0.04
C -0.23 -0.09 0.12
C 0.01 -0.23 0.04
C 0.04 -0.17 0.12
C 0.01 -0.06 0.00
C 0.54 0.08 -0.63
C 0.31 0.08 0.06
C 0.09 -0.28 0.06
C -0.11 -0.45 -0.52
C -0.03 -0.21 0.07
C -0.55 0.03 0.11
C 0.02 -0.24 0.05
C -0.05 -0.07 0.12
C 0.02 0.14 -0.14
C -0.22 0.80 0.33
C 0.00 -0.03 -0.08
C 0.09 -0.13 -0.05
C 0.00 0.07 0.17
C -0.20 0.22 0.02
H -0.13 -0.03 0.01
H -0.02 0.04 0.05
H 0.08 -0.08 0.02
H -0.02 0.05 -0.10
H 0.02 -0.03 0.01
H 0.43 0.13 0.35
H 0.07 0.06 0.00
H -0.01 0.08 0.02
H 0.06 0.00 -0.03
H 0.06 -0.10 -0.04
H -0.07 -0.02 -0.01
H 0.05 0.04 -0.03
H -0.09 0.01 0.05
H -0.03 -0.04 -0.03
H 0.16 0.07 -0.06
H -0.03 -0.04 -0.07
H -0.09 -0.10 0.05
H 0.02 -0.03 0.06
H 0.02 -0.01 -0.10
H 0.01 -0.08 -0.05
H -0.13 0.02 0.13
H 0.04 0.03 0.06
H 0.03 -0.50 -0.05
H -0.01 0.13 -0.04
H 0.05 0.02 0.02
H -0.31 -0.17 0.09
H -0.04 -0.06 0.03
H 0.03 -0.05 0.02
H 0.03 -0.04 0.06
H -0.03 0.02 0.08
H 0.24 -0.38 -0.04
H -0.07 -0.02 -0.02

---

Q: The lowest charge belongs to which entry?
A: C30H32F2I2N3OSV

---

Q: The lowest charge belongs to which entry?
A: C30H32F2I2N3OSV

---

Q: What is the energy in the first record?
A: -130382.98836 eV